Formula: C17H28BrN2O2
Source: the Open Molecules 2025 dataset
Level of theory: ωB97M-V/def2-TZVPD

Last columns: bonded neighbours and bond lengths (Å).
Cartesian coordinates (Å):
1 C 5.147 -1.061 0.212  C2 1.428, H23 1.185
2 C 4.392 0.113 0.512  C1 1.428, C3 1.671
3 C 3.459 1.498 0.589  C2 1.671, C4 1.660, H24 1.185, H25 1.179
4 C 2.132 1.232 1.549  C3 1.660, C5 1.641, H26 1.190, H27 1.189
5 C 0.912 0.641 0.624  C4 1.641, C6 1.639, H28 1.194, H29 1.171
6 C 0.843 -0.994 0.533  C5 1.639, C7 1.639, N14 1.527
7 C 1.484 -2.079 -0.515  C6 1.639, O8 1.494, N11 1.513
8 O 2.275 -1.538 -1.661  C7 1.494, C9 1.501
9 C 1.201 -1.105 -2.615  O8 1.501, C10 1.639, H30 1.185, H31 1.176
10 C 1.692 -1.065 -4.178  C9 1.639, H32 1.170, H33 1.193, H34 1.185
11 N 1.137 -3.503 -0.139  C7 1.513, Br12 1.889, C13 1.542
12 Br 1.699 -5.030 -1.100  N11 1.889
13 C 0.268 -3.413 1.131  N11 1.542, N14 1.533, H35 1.185
14 N 0.098 -1.931 1.483  C6 1.527, C13 1.533, C15 1.526
15 C -0.735 -1.426 2.658  N14 1.526, C16 1.646, H36 1.191, H37 1.185
16 C -2.147 -0.707 2.211  C15 1.646, C17 1.639, H38 1.181, H39 1.192
17 C -2.662 -1.084 0.701  C16 1.639, C18 1.672, H40 1.194, H41 1.172
18 C -3.966 -0.151 0.228  C17 1.672, C19 1.654, H42 1.171, H43 1.192
19 C -3.447 1.229 -0.520  C18 1.654, O20 1.478, H44 1.183, H45 1.194
20 O -2.388 1.949 0.217  C19 1.478, C21 1.488
21 C -1.725 2.957 -0.654  O20 1.488, C22 1.644, H46 1.171, H47 1.177
22 C -0.843 4.001 0.259  C21 1.644, H48 1.192, H49 1.171, H50 1.173
23 H 5.477 -2.085 -0.285  C1 1.185
24 H 3.078 1.761 -0.502  C3 1.185
25 H 4.055 2.419 1.021  C3 1.179
26 H 2.395 0.458 2.414  C4 1.190
27 H 1.860 2.246 2.108  C4 1.189
28 H -0.112 0.988 1.129  C5 1.194
29 H 1.003 1.089 -0.455  C5 1.171
30 H 0.306 -1.863 -2.446  C9 1.185
31 H 0.863 -0.015 -2.329  C9 1.176
32 H 2.836 -1.312 -4.192  C10 1.170
33 H 1.431 -0.003 -4.655  C10 1.193
34 H 1.038 -1.842 -4.790  C10 1.185
35 H -0.190 -4.329 1.728  C13 1.185
36 H -1.045 -2.393 3.281  C15 1.191
37 H -0.106 -0.748 3.399  C15 1.185
38 H -2.018 0.449 2.413  C16 1.181
39 H -2.981 -1.111 2.960  C16 1.192
40 H -2.943 -2.244 0.697  C17 1.194
41 H -1.863 -0.950 -0.146  C17 1.172
42 H -4.727 0.044 1.095  C18 1.171
43 H -4.535 -0.810 -0.587  C18 1.192
44 H -4.331 1.993 -0.705  C19 1.183
45 H -2.984 0.946 -1.584  C19 1.194
46 H -2.505 3.596 -1.249  C21 1.171
47 H -0.995 2.463 -1.435  C21 1.177
48 H -0.471 3.380 1.206  C22 1.192
49 H -1.471 4.907 0.655  C22 1.171
50 H 0.108 4.434 -0.275  C22 1.173

Kohn-Sham gap	7.31	eV
relative energy (zero: lowest compared OMol25 entry of this formula, charge and spin)	371.7	kcal per mole
HOMO level	-11.60	eV
total energy	-3497.74467	a.u.
SMILES string	C#CCCCc1c(OCC)n(Br)c[n+]1CCCCCOCC
LUMO	-4.29	eV
net charge	+1
strongest force on any atom	10.27	eV/Å